Below is the ion C7H13BrN with charge +1, with properties calculated with wB97M-V/def2-TZVPD.

Calculated values
Energy relative to the best compared isomer or geometry (same formula, charge and spin)   0.7722 eV
E_HOMO   -0.5022 Eh
DFT total energy   -78995.27162 eV
Charge   +1
SMILES   C[C@H](Br)C[N+]1=CCCC1

The geometry in XYZ format:
```
22
Properties=species:S:1:pos:R:3:forces:R:3:lowdin_charge:R:1
C 2.128985 0.363353 0.469192 0.190 -0.221 -0.846 -0.147
C 1.937207 -1.154315 0.178740 -0.114 0.967 0.577 -0.690
Br 3.461751 -1.739245 -0.937071 -0.841 0.015 0.404 0.716
C 0.559034 -1.528940 -0.464762 0.378 -0.868 -0.115 -0.144
N -0.435829 -0.445468 -0.393903 -0.116 0.771 -0.001 -0.075
C -0.591380 0.530759 -1.223333 -0.341 -0.575 0.550 0.056
C -1.706183 1.497888 -0.784348 1.880 0.191 1.592 -0.062
C -1.929274 1.081849 0.726154 0.708 -0.626 -0.130 -0.118
C -1.411318 -0.379335 0.699971 -2.662 -0.804 0.729 -0.115
H 3.171962 0.500034 0.797922 -0.606 0.083 0.144 0.079
H 1.407257 0.769900 1.199734 0.388 -0.344 -0.102 0.081
H 2.026584 0.958212 -0.463348 0.088 -0.324 0.439 0.076
H 1.998912 -1.670265 1.152268 0.259 -0.006 -0.663 0.096
H 0.645017 -1.883587 -1.507173 0.090 0.497 0.413 0.125
H 0.151103 -2.386285 0.100761 -0.001 0.497 -0.304 0.140
H 0.098153 0.549157 -2.077193 -0.582 0.318 0.115 0.170
H -2.628206 1.451369 -1.376883 0.524 0.202 -0.096 0.136
H -1.201132 2.480774 -0.703516 -0.810 -0.115 -0.916 0.133
H -1.319260 1.614945 1.479065 -0.029 0.253 -0.862 0.119
H -2.964081 1.248520 1.061588 0.320 -0.612 -0.321 0.127
H -2.271442 -1.025160 0.402372 0.587 0.168 -0.082 0.151
H -1.127858 -0.834159 1.663763 0.689 0.532 -0.525 0.146
```
Forces are in eV/Å.